Density functional theory data (ωB97M-V with the def2-TZVPD basis set) for the molecule C9H13IO2.

Positions of all 25 atoms, in Å:
I -2.966 0.016 -0.602
O 0.177 0.780 2.194
O 1.157 2.634 1.539
C 0.597 1.621 1.253
C 0.073 1.281 -0.058
C 0.289 -0.137 -0.575
C 0.273 -0.362 -2.137
C 1.485 -0.931 0.006
C -0.949 -1.326 2.579
C -1.047 -0.028 0.261
C -0.256 2.419 -0.918
C -0.994 0.091 1.829
H -1.964 0.597 2.065
H -1.807 -1.981 2.542
H 2.160 -0.264 0.527
H 0.036 -1.735 2.364
H 0.825 -1.201 -2.398
H -0.844 3.036 -0.307
H 1.136 -1.798 0.608
H 0.530 3.028 -1.203
H 0.888 0.509 -2.584
H -0.927 2.167 -1.701
H -0.791 -1.023 3.654
H 2.047 -1.271 -0.861
H -0.775 -0.402 -2.391

For the gap between HOMO and LUMO, the calculation gives 9.21 eV. The value obtained for the energy above the lowest of the compared OMol25 structures with the same formula, charge and spin is 2.1 kcal/mol. As for the largest force on an atom: 0.081 hartree/bohr. The calculation puts the calculated total energy at -21737.5178 eV. For the LUMO energy, the calculation gives 0.010 Ha. The value obtained for the HOMO energy is -8.928 eV.

=====

Density functional theory data (ωB97M-V with the def2-TZVPD basis set) for a structure of composition C34H43Cl2N2OP3V.

Positions of all 86 atoms, in Å:
V 0.289 -0.319 2.479
Cl -0.159 -1.109 4.676
Cl 2.402 0.504 3.122
P 1.453 -2.473 2.410
P -3.568 -2.174 0.360
P 1.258 1.014 -1.692
O -1.962 0.221 -0.755
N -0.702 1.508 3.146
N 0.466 1.869 5.145
C 2.992 1.256 -2.114
C -4.688 -0.842 -0.051
C 0.467 -3.941 1.981
C -1.730 1.893 2.351
C -0.342 -0.236 -3.674
C -0.229 -2.611 -4.147
C 1.244 -1.645 -2.488
C -1.142 -0.797 -0.114
C -0.471 2.259 4.264
C -0.770 -1.348 -4.404
C -1.551 -1.354 2.200
C 3.575 0.698 -3.267
C -0.622 3.076 -1.364
C 5.066 2.405 -1.615
C -3.105 -3.089 -1.113
C 1.053 0.584 0.210
C 0.377 2.520 -2.183
C -2.016 -1.436 0.947
C 0.748 3.194 -3.366
C 3.745 2.101 -1.283
C 0.768 -2.763 -3.178
C -4.180 -3.204 1.672
C 4.898 1.007 -3.594
C 2.775 -2.465 1.164
C 0.667 -0.377 -2.701
C -1.188 3.453 4.537
C 5.641 1.861 -2.771
C -2.187 3.863 3.671
C 2.334 -2.999 3.919
C -2.463 3.057 2.560
C -1.273 4.252 -1.746
C 0.066 -0.225 0.543
C -0.907 4.906 -2.928
C 0.109 4.380 -3.736
H -5.106 -3.679 1.320
H -4.391 -2.592 2.558
H 2.992 0.035 -3.909
H 2.841 -2.135 4.359
H 6.672 2.105 -3.032
H 1.614 -3.394 4.644
H -0.816 -1.549 -0.866
H 1.110 -4.832 1.940
H -3.240 3.310 1.841
H -1.411 0.732 -1.383
H 3.281 2.520 -0.388
H 5.342 0.583 -4.498
H 2.071 -1.750 -1.780
H -2.737 -2.406 -1.892
H 0.626 2.440 5.962
H 1.546 2.789 -3.992
H -0.314 -4.082 2.737
H -4.269 -0.260 -0.881
H -0.912 3.999 5.439
H 1.826 0.948 0.895
H -4.806 -0.184 0.820
H -1.977 1.214 1.526
H -2.107 -1.776 3.054
H -0.014 -3.794 1.006
H -0.768 0.749 -3.881
H -2.314 -3.811 -0.870
H -0.868 2.599 -0.412
H -1.407 5.831 -3.219
H 2.346 -2.595 0.165
H 0.410 4.892 -4.653
H 3.472 -3.285 1.379
H 1.194 -3.747 -2.969
H -3.445 -3.979 1.926
H -2.742 4.782 3.852
H 3.070 -3.769 3.658
H -5.660 -1.268 -0.330
H -0.577 -3.479 -4.711
H 5.644 3.072 -0.972
H -1.531 -1.221 -5.179
H -3.987 -3.625 -1.486
H 3.305 -1.507 1.209
H 0.967 0.988 5.050
H -2.066 4.655 -1.112

For the gap between HOMO and LUMO (alpha / beta), the calculation gives 6.61 / 7.03 eV. The value obtained for the energy above the lowest of the compared OMol25 structures with the same formula, charge and spin is 7.8 kcal/mol. As for the largest force on an atom: 0.073 hartree/bohr. The calculation puts the calculated total energy at -119570.8415 eV. Its charge is +2. For the LUMO energy (alpha / beta), the calculation gives -0.227 / -0.212 Ha. Its multiplicity is 2. The value obtained for the HOMO energy (alpha / beta) is -12.788 / -12.808 eV.

=====

Density functional theory data (ωB97M-V with the def2-TZVPD basis set) for a structure of composition C35H36Cl2NO10PS2Ti.

Positions of all 88 atoms, in Å:
Ti 0.431 1.455 0.102
Cl -0.896 5.057 -1.549
Cl -2.424 3.603 0.485
S 2.846 1.774 -1.165
S 1.919 3.719 1.594
P 0.517 -1.584 -0.190
O 2.399 1.025 0.075
O -1.007 1.571 -1.080
O -3.556 -2.393 -2.298
O 1.560 2.105 -1.794
O 2.318 2.638 2.447
O 0.858 3.252 0.588
O 3.814 1.080 -1.940
O 1.499 4.947 2.188
O -0.199 0.954 1.613
O -1.702 2.310 -3.065
N -2.486 -0.994 -0.893
C -1.367 -5.685 -1.320
C 0.330 -2.792 2.334
C 1.113 -2.004 1.488
C -2.062 -0.121 2.655
C -1.537 2.464 -1.886
C -1.655 -3.287 -1.162
C 2.615 -1.583 3.334
C -0.371 -3.156 -0.616
C 2.262 -1.401 2.004
C -2.554 -2.144 -1.413
C 4.715 3.664 -1.394
C -2.061 3.761 -1.238
C 2.652 -1.535 -3.612
C 3.254 4.089 0.469
C 3.636 3.281 -0.610
C -4.277 -1.154 -2.442
C -0.712 0.528 2.880
C 0.682 -2.966 3.664
C 3.952 5.253 0.732
C -0.767 1.729 3.803
C 1.825 -2.361 4.169
C 5.027 5.632 -0.060
C -5.111 -0.648 0.501
C 3.879 -2.094 -3.290
C -0.098 -5.567 -0.776
C -2.131 -4.552 -1.517
C 1.934 -1.789 -1.323
C 3.168 -2.346 -1.005
C 0.388 -4.317 -0.442
C -3.571 -0.190 -1.468
C 5.408 4.836 -1.124
C -5.494 1.350 -0.990
C -4.458 0.413 -0.377
C 4.139 -2.489 -1.985
C 1.689 -1.370 -2.631
H 6.244 5.117 -1.751
H 0.520 -6.442 -0.621
H 5.102 -2.911 -1.728
H -1.486 2.462 3.433
H 2.877 -0.773 1.375
H -3.782 1.007 0.244
H -1.081 1.409 4.798
H -0.564 -3.271 1.956
H 3.630 5.870 1.561
H -2.003 -0.867 1.861
H -3.116 -4.630 -1.952
H 4.640 -2.209 -4.051
H 0.741 -0.901 -2.881
H 0.213 2.196 3.880
H -5.324 -1.339 -2.204
H 0.007 -0.201 3.255
H -5.794 -1.282 -0.072
H 1.387 -4.238 -0.036
H 3.505 -1.102 3.717
H 3.381 -2.659 0.010
H -5.696 -0.179 1.295
H 5.013 3.034 -2.218
H 5.558 6.549 0.159
H -2.984 4.025 -1.740
H -3.123 0.630 -2.030
H -6.063 1.864 -0.215
H 2.451 -1.204 -4.623
H -2.797 0.631 2.365
H -2.400 -0.602 3.574
H -5.021 2.108 -1.621
H -1.758 -6.655 -1.598
H 2.099 -2.496 5.207
H -4.197 -0.839 -3.481
H -6.208 0.801 -1.611
H -4.362 -1.291 0.964
H 0.061 -3.577 4.307

For the gap between HOMO and LUMO, the calculation gives 7.85 eV. The value obtained for the energy above the lowest of the compared OMol25 structures with the same formula, charge and spin is 27.5 kcal/mol. As for the largest force on an atom: 0.011 hartree/bohr. The calculation puts the calculated total energy at -137968.8333 eV. For the LUMO energy, the calculation gives -0.029 Ha. The value obtained for the HOMO energy is -8.623 eV.

=====

Density functional theory data (ωB97M-V with the def2-TZVPD basis set) for a cluster of 2 separate species, C4H5F3O in total.

Positions of all 13 atoms, in Å:
F -2.811 -0.198 -1.217
F -2.296 0.317 0.931
F -1.840 -1.751 -0.049
O -0.078 1.986 -0.182
C -2.000 -0.411 -0.202
C 1.716 -1.095 0.088
C 1.331 0.129 0.420
C 0.429 0.782 -0.465
H 1.670 0.639 1.285
H 1.379 -1.509 -0.783
H -0.390 2.090 0.795
H 0.584 0.717 -1.486
H 2.306 -1.696 0.866

For the gap between HOMO and LUMO (alpha / beta), the calculation gives 7.39 / 9.21 eV. The value obtained for the energy above the lowest of the compared OMol25 structures with the same formula, charge and spin is 79.0 kcal/mol. As for the largest force on an atom: 0.090 hartree/bohr. The calculation puts the calculated total energy at -14424.6189 eV. For the LUMO energy (alpha / beta), the calculation gives -0.001 / 0.009 Ha. The value obtained for the HOMO energy (alpha / beta) is -7.412 / -8.961 eV.